# 1
{"formula": "C45H43N6NbO2P2S", "method": "the ωB97M-V functional and the def2-TZVPD basis", "elements": ["Nb", "N", "C", "S", "N", "N", "C", "C", "C", "C", "C", "C", "N", "H", "H", "H", "H", "H", "H", "H", "O", "C", "C", "C", "C", "N", "C", "C", "C", "C", "C", "C", "O", "C", "C", "N", "H", "H", "H", "H", "H", "H", "H", "H", "H", "H", "H", "H", "C", "C", "P", "C", "C", "C", "C", "C", "C", "C", "C", "C", "C", "C", "C", "P", "C", "C", "C", "C", "C", "C", "C", "C", "C", "C", "C", "C", "H", "H", "H", "H", "H", "H", "H", "H", "H", "H", "H", "H", "H", "H", "H", "H", "H", "H", "H", "H", "H", "H", "H", "H"], "positions_angstrom": [[-14.77, -3.75, -16.71], [-19.13, -3.67, -17.04], [-17.90, -4.12, -17.28], [-16.72, -3.12, -18.12], [-17.50, -5.26, -16.76], [-16.15, -5.35, -16.89], [-15.54, -6.58, -16.96], [-14.16, -6.67, -17.41], [-13.40, -7.86, -17.54], [-12.19, -7.86, -18.23], [-11.72, -6.60, -18.71], [-12.46, -5.46, -18.48], [-13.62, -5.46, -17.86], [-19.45, -2.78, -17.51], [-19.79, -4.37, -16.70], [-16.07, -7.47, -16.58], [-13.79, -8.76, -17.05], [-11.57, -8.74, -18.35], [-10.85, -6.65, -19.34], [-12.16, -4.48, -18.89], [-19.05, -5.00, -11.69], [-19.08, -3.59, -11.93], [-18.02, -3.26, -12.98], [-18.06, -2.16, -13.81], [-17.07, -2.00, -14.77], [-15.99, -2.85, -14.92], [-15.89, -3.81, -13.91], [-16.85, -3.97, -12.93], [-14.61, -4.49, -13.86], [-14.29, -5.40, -12.86], [-12.96, -5.93, -12.76], [-12.72, -6.87, -11.66], [-13.97, -7.22, -11.06], [-12.07, -5.67, -13.81], [-12.47, -4.88, -14.85], [-13.72, -4.34, -14.96], [-19.47, -5.28, -10.87], [-18.95, -2.99, -11.00], [-20.05, -3.34, -12.28], [-18.94, -1.50, -13.84], [-17.07, -1.13, -15.38], [-16.68, -4.74, -12.12], [-14.99, -5.59, -12.10], [-12.01, -6.36, -11.00], [-12.22, -7.77, -12.12], [-13.78, -7.72, -10.21], [-11.02, -6.04, -13.69], [-11.83, -4.74, -15.69], [-12.46, -1.08, -19.02], [-13.27, -1.62, -20.18], [-13.76, -0.26, -21.35], [-12.12, 0.33, -21.93], [-12.12, 1.68, -22.26], [-10.98, 2.29, -22.73], [-9.80, 1.55, -22.88], [-9.74, 0.20, -22.46], [-10.91, -0.36, -21.95], [-14.28, -1.25, -22.78], [-13.86, -2.57, -23.01], [-14.60, -3.41, -23.87], [-15.76, -2.96, -24.47], [-16.05, -1.59, -24.43], [-15.37, -0.76, -23.54], [-13.17, -1.79, -17.41], [-11.61, -1.72, -16.44], [-10.45, -2.29, -17.02], [-9.30, -2.42, -16.25], [-9.31, -2.21, -14.88], [-10.48, -1.65, -14.35], [-11.63, -1.48, -15.09], [-14.19, -0.31, -16.94], [-14.03, 0.52, -15.83], [-14.99, 1.51, -15.62], [-16.00, 1.84, -16.49], [-16.12, 1.09, -17.69], [-15.23, 0.00, -17.85], [-12.48, 0.00, -18.91], [-11.43, -1.35, -19.17], [-14.14, -2.11, -19.81], [-12.63, -2.37, -20.70], [-13.06, 2.20, -22.38], [-11.00, 3.34, -22.98], [-9.01, 2.05, -23.39], [-8.90, -0.43, -22.61], [-10.82, -1.38, -21.69], [-12.94, -2.93, -22.69], [-14.22, -4.45, -24.06], [-16.32, -3.64, -25.10], [-16.65, -1.19, -25.20], [-15.72, 0.23, -23.48], [-10.45, -2.64, -18.05], [-8.36, -2.80, -16.76], [-8.44, -2.47, -14.25], [-10.46, -1.33, -13.28], [-12.58, -1.34, -14.62], [-13.24, 0.37, -15.14], [-14.98, 2.01, -14.64], [-16.61, 2.74, -16.29], [-16.88, 1.31, -18.49], [-15.53, -0.76, -18.61]], "lowdin_charge": [1.5884, 0.1589, -0.7775, 0.7260, 0.0399, -0.2633, 0.0601, -0.2256, 0.0539, 0.0510, 0.0359, -0.1160, -0.0340, 0.1568, 0.1513, 0.1663, 0.1419, 0.1474, 0.1310, 0.1231, -0.0332, -0.1502, -0.1176, 0.0438, -0.0602, -0.0169, -0.2130, 0.0757, -0.1499, 0.1080, -0.1035, -0.1756, -0.0458, 0.0402, -0.0957, -0.0924, 0.1113, 0.1669, 0.1209, 0.1565, 0.1073, 0.1608, 0.1027, 0.1634, 0.1688, 0.1550, 0.1642, 0.1043, -0.3373, -0.4464, 1.1117, -0.3666, -0.1133, -0.0477, -0.0181, -0.0363, -0.1012, -0.3767, -0.0952, -0.0631, -0.0633, -0.0505, -0.0830, 0.9876, -0.3659, -0.0933, -0.0473, -0.0237, -0.0431, -0.1365, -0.3600, -0.0571, -0.0505, -0.0322, -0.0175, -0.1409, 0.1074, 0.0642, 0.0108, 0.0732, 0.1033, 0.1188, 0.1146, 0.1049, 0.0835, 0.0686, 0.1264, 0.1200, 0.1108, 0.0936, 0.0939, 0.1483, 0.1398, 0.1398, 0.0888, 0.0836, 0.1354, 0.1408, 0.1429, 0.0426], "orbital_gap_ev": [2.179, 2.182], "charge": 4, "spin_multiplicity": 1}


# 2
{"formula": "C11H17N4", "method": "the ωB97M-V functional and the def2-TZVPD basis", "elements": ["C", "C", "C", "C", "C", "C", "C", "C", "C", "N", "H", "H", "H", "H", "H", "H", "H", "H", "H", "C", "C", "N", "N", "N", "H", "H", "H", "H", "H", "H", "H", "H"], "positions_angstrom": [[0.39, 2.92, -0.45], [1.70, -0.38, 0.68], [1.51, 0.56, -0.36], [0.89, 1.70, 0.25], [0.76, 1.47, 1.58], [2.26, -1.64, 0.49], [2.41, -2.02, -0.83], [1.63, 0.14, -1.69], [2.09, -1.15, -1.89], [1.29, 0.20, 1.85], [1.56, -0.18, 2.75], [2.45, -2.24, 1.37], [0.16, 1.88, 2.38], [2.90, -2.94, -1.12], [1.31, 0.75, -2.52], [0.87, 3.31, -1.34], [0.26, 3.81, 0.16], [2.24, -1.53, -2.89], [-0.65, 2.72, -0.75], [-2.93, 0.64, 1.04], [-1.61, -1.03, -0.09], [-1.79, -0.27, 0.96], [-2.20, -0.78, -1.27], [-0.81, -2.09, -0.03], [-1.16, -0.35, 1.74], [-2.89, -0.05, -1.26], [-2.25, -1.51, -1.95], [-0.38, -2.25, 0.87], [-0.33, -2.38, -0.87], [-3.89, 0.13, 0.97], [-2.87, 1.38, 0.25], [-2.96, 1.19, 1.97]], "lowdin_charge": [-0.0374, -0.2631, -0.1356, -0.2349, -0.0525, -0.0310, -0.1009, -0.0119, -0.0995, 0.0568, 0.1591, 0.1164, 0.1249, 0.1070, 0.1186, 0.0819, 0.0841, 0.1030, 0.0699, -0.0299, -0.4530, 0.0654, 0.2302, 0.2230, 0.1365, 0.1092, 0.1361, 0.1219, 0.1202, 0.1070, 0.0836, 0.0950], "orbital_gap_ev": 8.606, "e_above_lowest_kj_mol": 9.57, "charge": 1, "spin_multiplicity": 1}


# 3
{"formula": "C33H43IrNOP2", "method": "the ωB97M-V functional and the def2-TZVPD basis", "elements": ["Ir", "C", "P", "C", "C", "C", "P", "C", "C", "H", "H", "H", "H", "H", "H", "H", "H", "H", "H", "H", "H", "H", "H", "H", "H", "C", "C", "C", "C", "C", "C", "C", "C", "C", "C", "C", "C", "C", "C", "C", "N", "H", "H", "H", "H", "H", "H", "H", "H", "H", "H", "C", "C", "C", "C", "C", "C", "C", "C", "C", "C", "C", "C", "O", "H", "H", "H", "H", "H", "H", "H", "H", "H", "H", "H", "H", "H", "H", "H", "H", "H"], "positions_angstrom": [[-0.57, -0.12, -0.30], [-2.70, 2.94, 0.45], [-1.67, 1.58, 1.11], [-0.74, 2.40, 2.45], [-2.94, 0.67, 2.09], [-3.94, -0.04, 1.18], [-3.10, -1.14, -0.07], [-4.30, -1.04, -1.45], [-3.49, -2.82, 0.57], [-3.39, 3.29, 1.22], [-3.27, 2.58, -0.41], [-2.08, 3.77, 0.12], [-1.44, 2.91, 3.12], [-0.04, 3.13, 2.05], [-0.19, 1.65, 3.01], [-3.46, 1.38, 2.75], [-2.42, -0.04, 2.73], [-4.53, 0.68, 0.63], [-4.62, -0.65, 1.78], [-5.30, -1.28, -1.09], [-4.01, -1.75, -2.23], [-4.29, -0.04, -1.89], [-4.51, -2.84, 0.97], [-2.79, -3.09, 1.35], [-3.42, -3.54, -0.24], [-0.19, -3.77, -2.69], [0.65, -3.39, -3.72], [0.95, -2.05, -3.90], [0.42, -1.08, -3.05], [-0.40, -1.45, -1.97], [-0.71, -2.80, -1.83], [0.68, 0.36, -3.25], [1.21, 0.85, -4.48], [1.43, 2.18, -4.64], [1.12, 3.07, -3.59], [1.31, 4.46, -3.69], [0.97, 5.29, -2.66], [0.44, 4.74, -1.47], [0.25, 3.40, -1.35], [0.58, 2.51, -2.40], [0.38, 1.17, -2.26], [-0.44, -4.81, -2.54], [1.08, -4.13, -4.37], [1.63, -1.77, -4.70], [-1.35, -3.12, -1.02], [1.41, 0.15, -5.28], [1.83, 2.57, -5.56], [1.72, 4.86, -4.61], [1.11, 6.36, -2.74], [0.18, 5.41, -0.66], [-0.13, 2.96, -0.44], [0.57, -3.66, 1.34], [0.56, -3.07, 2.76], [-0.83, -2.55, 3.12], [1.66, -2.05, 2.91], [2.68, -2.28, 3.80], [3.79, -1.43, 3.88], [3.91, -0.36, 2.99], [2.92, -0.07, 2.07], [3.19, 1.01, 1.04], [2.28, 2.23, 1.18], [3.16, 0.40, -0.37], [1.70, -0.85, 2.10], [0.65, -0.49, 1.47], [-0.14, -4.47, 1.26], [1.56, -4.05, 1.09], [0.31, -2.89, 0.61], [0.80, -3.88, 3.46], [-1.18, -1.88, 2.33], [-0.83, -2.02, 4.07], [-1.53, -3.39, 3.19], [2.63, -3.15, 4.44], [4.57, -1.63, 4.59], [4.81, 0.24, 2.99], [4.21, 1.36, 1.22], [1.25, 1.95, 0.97], [2.58, 3.00, 0.46], [2.34, 2.65, 2.18], [2.18, -0.01, -0.60], [3.90, -0.40, -0.46], [3.39, 1.16, -1.12]], "lowdin_charge": [1.0158, -0.2312, 0.7280, -0.2464, -0.4099, -0.3956, 0.8128, -0.2507, -0.2489, 0.0579, 0.0471, 0.0322, 0.0578, 0.0323, 0.0480, 0.0910, 0.0684, 0.0741, 0.0849, 0.0536, 0.0460, 0.0426, 0.0509, 0.0108, 0.0449, -0.0735, -0.0691, -0.0306, -0.2136, -0.2733, -0.1691, -0.2305, 0.0125, 0.0150, -0.1495, -0.0225, -0.0655, -0.0616, -0.0530, -0.2006, 0.0759, 0.1076, 0.1089, 0.1044, 0.0462, 0.1076, 0.1263, 0.1197, 0.1100, 0.1106, 0.0277, -0.0406, -0.3481, -0.0613, -0.0981, -0.0098, -0.0106, -0.0105, -0.0908, -0.3461, -0.0601, -0.0395, -0.2448, -0.1826, 0.0900, 0.0940, 0.0417, 0.1332, 0.0273, 0.0927, 0.0837, 0.1230, 0.1187, 0.1233, 0.1322, 0.0064, 0.0890, 0.0931, 0.0376, 0.0921, 0.0881], "orbital_gap_ev": [6.460, 5.786], "charge": 1, "spin_multiplicity": 5}